(1)
{"formula": "C3H6ClN2", "method": "ωB97M-V with the def2-TZVPD basis set", "lumo_energy_ev": -5.18, "smiles": "Cl[N+]1=CNCC1", "e_above_lowest_kcal_mol": 81.6, "homo_ev": -14.566, "charge": 1, "species": ["Cl", "N", "C", "N", "C", "C", "H", "H", "H", "H", "H", "H"], "xyz": [[-2.801, -0.005, -0.253], [-1.249, -0.009, 0.548], [-0.286, -1.417, 0.017], [0.870, -0.953, -0.027], [0.986, 0.531, 0.002], [-0.460, 1.046, -0.027], [-0.753, -2.363, -0.044], [1.625, -1.561, -0.105], [1.611, 0.819, -0.881], [1.524, 0.844, 0.998], [-0.360, 1.742, 0.775], [-0.707, 1.326, -1.005]], "lowdin_charge": [0.666, -0.401, 0.141, 0.099, -0.074, -0.282, 0.140, 0.161, 0.152, 0.178, 0.124, 0.096]}



(2)
{"formula": "C21H19ClCoN3OS4Sb", "method": "ωB97M-V with the def2-TZVPD basis set", "lumo_energy_ev": [2.18, 0.69], "spin_multiplicity": 5, "s_squared": 6.094, "e_above_lowest_kcal_mol": 61.8, "homo_ev": [-2.128, -4.401], "charge": -1, "species": ["Co", "Cl", "C", "C", "C", "C", "O", "C", "C", "N", "C", "C", "C", "C", "C", "C", "C", "C", "N", "C", "C", "H", "H", "H", "H", "H", "H", "H", "H", "H", "H", "S", "Sb", "S", "S", "S", "C", "C", "C", "C", "C", "N", "H", "H", "H", "H", "H", "H", "H", "H", "H"], "xyz": [[0.290, 0.199, 0.048], [-0.244, 7.291, -1.088], [-0.005, 5.570, -1.093], [0.276, 4.932, -2.299], [0.419, 3.564, -2.314], [0.273, 2.789, -1.146], [0.302, 1.501, -1.241], [0.057, 3.473, 0.096], [-0.031, 2.765, 1.309], [0.123, 1.458, 1.444], [-0.033, 0.855, 2.670], [-0.345, 1.460, 3.898], [-0.450, 0.693, 5.043], [-0.243, -0.676, 5.025], [0.061, -1.328, 3.821], [0.299, -2.711, 3.698], [0.629, -3.229, 2.458], [0.653, -2.403, 1.350], [0.388, -1.086, 1.420], [0.144, -0.547, 2.640], [-0.096, 4.873, 0.086], [0.375, 5.511, -3.205], [0.636, 3.047, -3.236], [-0.240, 3.359, 2.192], [-0.511, 2.523, 3.969], [-0.697, 1.181, 5.978], [-0.300, -1.254, 5.936], [0.243, -3.339, 4.575], [0.869, -4.277, 2.339], [0.918, -2.804, 0.381], [-0.278, 5.393, 1.016], [2.881, -2.310, -1.287], [4.469, 0.796, 0.122], [3.359, 1.595, 2.011], [2.498, -0.398, -1.187], [4.680, 2.720, -1.180], [-1.023, -4.049, -2.359], [-1.344, -2.629, -2.844], [-0.743, -2.388, -4.233], [-2.858, -2.366, -2.841], [-0.755, -1.701, -1.907], [-0.347, -0.977, -1.109], [-1.450, -4.780, -3.041], [-1.432, -4.213, -1.364], [0.055, -4.192, -2.315], [-1.171, -3.090, -4.946], [0.335, -2.528, -4.204], [-0.949, -1.374, -4.569], [-3.361, -3.042, -3.529], [-3.061, -1.341, -3.145], [-3.264, -2.514, -1.843]], "lowdin_charge": [0.375, 0.607, -0.700, -0.126, -0.017, -0.332, -0.198, -0.141, -0.081, -0.020, -0.252, -0.047, -0.115, -0.078, -0.168, -0.036, -0.085, -0.158, 0.003, -0.148, -0.073, 0.094, 0.110, 0.109, 0.084, 0.094, 0.093, 0.101, 0.094, 0.026, 0.107, -0.002, 0.207, -0.266, -0.081, -0.143, -0.033, -0.579, -0.029, -0.035, -0.067, 0.115, 0.087, 0.090, 0.081, 0.087, 0.090, 0.092, 0.086, 0.092, 0.091]}



(3)
{"formula": "C4H9NO2", "method": "ωB97M-V with the def2-TZVPD basis set", "lumo_energy_ev": 0.52, "smiles": "C[C@H](O)[C@@H](N)C=O", "e_above_lowest_kcal_mol": 69.5, "homo_ev": -9.198, "species": ["C", "C", "O", "C", "N", "C", "O", "H", "H", "H", "H", "H", "H", "H", "H", "H"], "xyz": [[0.445, -1.588, -0.977], [0.710, -0.222, -0.218], [1.169, -0.374, 1.190], [-0.564, 0.666, -0.128], [-1.685, 0.427, 0.830], [-0.134, 2.056, 0.381], [-0.486, 3.148, 0.057], [1.256, -2.256, -0.805], [0.507, -1.382, -2.148], [-0.450, -2.184, -0.711], [1.327, 0.490, -0.821], [1.431, -1.327, 1.309], [-0.934, 0.747, -1.243], [-1.330, 0.082, 1.704], [-2.068, -0.448, 0.440], [0.805, 2.167, 1.140]], "lowdin_charge": [-0.050, -0.351, -0.082, -0.333, 0.061, -0.272, 0.051, 0.043, 0.124, 0.078, 0.142, 0.104, 0.181, 0.064, 0.076, 0.164]}



Number 1: total energy -18700.49106 eV, molar mass 105.5 g/mol. Number 2: total energy -128633.48112 eV, molar mass 673.8 g/mol. Number 3: total energy -9877.04666 eV, molar mass 103.1 g/mol.